1.
Here is a molecular structure, C22H49EuN2OP3S in a non-equilibrium geometry from the OMol25 dataset. Energies are from ωB97M-V/def2-TZVPD.

Structure (XYZ):
```
79
Properties=species:S:1:pos:R:3:lowdin_charge:R:1
Eu 0.0000 0.0000 0.0000 0.989
P 1.7606 1.0723 0.9924 0.758
P -1.7533 1.4886 0.1566 0.744
P 0.4852 0.7730 -2.1282 0.690
H -1.0406 -2.6014 -0.5523 0.106
C -0.3588 -1.8920 -1.0253 -0.188
C 1.0162 -1.8292 -0.5502 -0.201
H 1.3168 -2.4783 0.2676 0.092
C 2.2872 0.6753 2.7269 -0.160
C 1.8749 2.9214 1.1451 -0.181
C 3.3997 0.7466 0.1870 -0.200
C -3.4024 1.0486 -0.5883 -0.199
C -2.3729 2.0491 1.8184 -0.206
C -1.6237 3.2038 -0.5530 -0.211
C 1.6472 -0.2097 -3.1820 -0.223
C 1.2317 2.4388 -2.4471 -0.215
C -0.9283 0.8396 -3.3209 -0.224
H -0.5417 -1.8535 -2.1008 0.079
H 1.8168 -1.7313 -1.2781 0.073
H 2.3707 -0.4091 2.8452 0.069
H 1.5447 1.0484 3.4361 0.035
H 3.2561 1.1344 2.9575 0.098
H 1.0593 3.2732 1.7851 0.034
H 1.7573 3.3844 0.1624 0.036
H 2.8311 3.2416 1.5782 0.085
H 3.5749 -0.3329 0.1906 0.056
H 4.2222 1.2532 0.7067 0.080
H 3.3822 1.0775 -0.8546 0.028
H -4.1481 1.8400 -0.4409 0.081
H -3.7671 0.1214 -0.1406 0.060
H -3.2766 0.8672 -1.6584 0.037
H -3.1842 2.7775 1.7057 0.082
H -1.5498 2.5148 2.3689 0.027
H -2.7442 1.2070 2.4062 0.051
H -2.5333 3.7779 -0.3421 0.082
H -1.4817 3.1716 -1.6354 0.032
H -0.7670 3.7170 -0.1076 0.044
H 1.7264 0.2565 -4.1698 0.066
H 1.2822 -1.2328 -3.2993 0.048
H 2.6377 -0.2457 -2.7214 0.053
H 1.2813 2.6378 -3.5235 0.079
H 2.2458 2.4672 -2.0401 0.040
H 0.6490 3.2246 -1.9652 0.025
H -0.5833 1.0777 -4.3335 0.056
H -1.6552 1.5932 -3.0110 0.028
H -1.4261 -0.1335 -3.3237 0.045
C -0.6158 -2.7208 -7.0818 -0.623
C -1.7891 -2.9836 -7.8004 -0.109
C -2.0292 -4.2629 -8.2983 -0.066
C -1.1096 -5.2908 -8.0885 -0.067
C 0.0588 -5.0271 -7.3724 -0.076
C 0.3094 -3.7524 -6.8700 -0.135
S -0.2382 -1.1215 -6.4168 0.764
H -1.3534 -0.5091 -6.8529 -0.117
H -2.5129 -2.1914 -7.9704 0.100
H -2.9433 -4.4531 -8.8540 0.115
H -1.3012 -6.2857 -8.4784 0.113
H 0.7840 -5.8177 -7.2012 0.111
H 1.2216 -3.5559 -6.3136 0.093
C -1.8380 0.3765 4.8647 -0.042
N -0.7813 0.9011 3.9960 -0.183
C -0.2895 2.2091 4.4246 -0.039
C 0.0000 0.0000 3.2709 -0.451
O 0.0000 0.0000 2.0000 -0.335
N 0.3565 -1.1910 3.9033 -0.123
C 0.5335 -1.2918 5.3485 -0.006
C 0.6348 -2.4116 3.1673 -0.008
H -1.5724 0.4448 5.9395 0.110
H -2.1041 -0.6721 4.6012 0.119
H -2.7616 0.9765 4.7251 0.109
H 0.4225 2.0827 5.2688 0.118
H 0.2145 2.7590 3.6240 0.067
H -1.1283 2.8466 4.7811 0.127
H 1.5578 -1.6603 5.5676 0.122
H 0.4668 -0.3155 5.8619 0.100
H -0.2020 -2.0053 5.7772 0.126
H 0.3915 -2.3086 2.1067 0.053
H 1.6982 -2.7068 3.2930 0.124
H -0.0135 -3.2289 3.5467 0.129
```

Calculated values
* net charge: +3
* energy above the lowest of the compared OMol25 structures with the same formula, charge and spin: 636.1 kJ/mol
* spin multiplicity: 7
* expectation value of S²: 12.0288
* HOMO energy (alpha / beta): -13.740 / -13.738 eV
* frontier orbital gap (alpha / beta): 2.36 / 2.46 eV
* E: -3183.62165 Eh

---

2.
Here is 11 unconnected molecules or ions with the total composition C22H49F15N5O12 in a non-equilibrium geometry from the OMol25 dataset. Energies are from ωB97M-V/def2-TZVPD.

Structure (XYZ):
```
103
Properties=species:S:1:pos:R:3:lowdin_charge:R:1
N 12.0562 -15.9462 -20.5588 0.283
H 11.8635 -16.3712 -21.4709 0.154
H 13.0396 -16.0899 -20.3068 0.150
H 11.4767 -16.5433 -19.8622 0.079
H 11.7829 -14.9678 -20.5470 0.137
N 10.9399 -15.7789 -16.6033 0.273
H 10.7684 -15.9184 -15.5873 0.098
H 11.9156 -15.4863 -16.7075 0.120
H 10.2774 -15.1232 -16.9959 0.119
H 10.8147 -16.6763 -17.1518 0.092
N 6.0251 -15.6136 -17.1750 0.253
H 5.6213 -15.6119 -16.2329 0.125
H 5.3396 -15.2389 -17.8355 0.146
H 6.3405 -16.6078 -17.5564 0.082
H 6.8701 -15.0512 -17.2050 0.108
N 6.2283 -18.6211 -20.9456 0.280
H 6.8495 -18.0716 -21.5329 0.121
H 5.3467 -18.1734 -20.6976 0.121
H 6.6914 -18.7970 -20.0143 0.097
H 6.1564 -19.5341 -21.4470 0.091
N 8.4648 -15.7902 -19.9600 0.297
H 9.0356 -15.0829 -20.4310 0.143
H 8.2816 -15.3083 -19.0775 0.119
H 9.0381 -16.6283 -19.6475 0.084
H 7.6150 -16.0702 -20.4436 0.129
O 10.5124 -17.4990 -18.7864 -0.399
C 9.5703 -18.5738 -18.7476 -0.343
C 8.2837 -18.5831 -17.9315 -0.359
O 7.0972 -17.8946 -18.2637 -0.361
H 10.1561 -19.4040 -18.3151 0.103
H 9.3756 -18.9814 -19.7617 0.096
H 8.4978 -18.5763 -16.8416 0.095
H 7.9947 -19.6571 -17.9268 0.114
C 11.3381 -20.2676 -14.8609 -0.040
C 11.1454 -19.0925 -13.9399 -0.132
O 9.7209 -18.7826 -13.9704 0.074
C 9.2916 -17.5786 -14.0074 -0.398
O 9.9574 -16.5730 -14.0911 0.111
C 7.7535 -17.4873 -14.0838 -0.543
F 7.2135 -17.1982 -12.9264 0.237
F 7.4342 -16.5357 -14.9907 0.123
F 7.2346 -18.6301 -14.5133 0.166
H 12.4128 -20.4205 -14.9882 0.093
H 10.9589 -20.0980 -15.8715 0.064
H 10.8630 -21.1560 -14.4547 0.095
H 11.7198 -18.2338 -14.2827 0.105
H 11.3810 -19.3217 -12.9057 0.148
C 13.8410 -20.0913 -18.7308 -0.034
C 13.4503 -18.8552 -17.9641 -0.215
O 14.5181 -18.4919 -17.0808 0.078
C 14.3417 -17.5004 -16.2499 -0.361
O 13.2878 -16.9776 -15.9654 0.105
C 15.5887 -17.2013 -15.3793 -0.553
F 16.0315 -15.9592 -15.6608 0.170
F 15.2424 -17.2763 -14.1021 0.199
F 16.5636 -18.0538 -15.6226 0.207
H 13.1049 -20.2868 -19.5124 0.080
H 13.9096 -20.9742 -18.1008 0.094
H 14.7932 -19.9261 -19.2349 0.095
H 12.5245 -18.9960 -17.4003 0.099
H 13.1955 -18.0524 -18.6667 0.097
C 4.5915 -18.3718 -15.6836 -0.069
C 4.3709 -19.4640 -14.6452 -0.189
O 3.5481 -18.9969 -13.5753 0.044
C 2.2316 -19.0264 -13.7522 -0.395
O 1.6718 -19.4995 -14.6818 0.194
C 1.4874 -18.2401 -12.6577 -0.559
F 0.3206 -18.8005 -12.4117 0.206
F 2.1979 -18.1574 -11.5321 0.176
F 1.3053 -16.9855 -13.0952 0.167
H 3.6516 -18.0407 -16.1237 0.084
H 5.3972 -18.6224 -16.3734 0.061
H 4.9318 -17.4637 -15.1554 0.058
H 5.3334 -19.6736 -14.1771 0.112
H 4.0495 -20.3886 -15.1097 0.124
C 5.9950 -22.7856 -17.2806 -0.053
C 4.7208 -23.0344 -18.0357 -0.176
O 3.8562 -21.8916 -18.1470 0.074
C 4.1296 -21.0356 -19.0856 -0.408
O 5.1524 -20.9999 -19.6860 0.142
C 2.9363 -20.0829 -19.3375 -0.540
F 2.0028 -20.6906 -20.0435 0.220
F 2.4062 -19.6441 -18.2242 0.209
F 3.4072 -19.0073 -20.0385 0.111
H 6.5976 -23.6962 -17.2675 0.095
H 5.8412 -22.4679 -16.2548 0.078
H 6.6393 -22.0765 -17.8077 0.061
H 4.1508 -23.8300 -17.5598 0.139
H 4.9193 -23.4450 -19.0271 0.121
C 10.8656 -21.1556 -23.4140 -0.050
C 9.4445 -20.7977 -23.0585 -0.211
O 8.7136 -22.0193 -22.9496 0.082
C 7.4727 -21.9794 -22.5599 -0.352
O 6.8312 -20.9861 -22.2988 0.103
C 6.7840 -23.3586 -22.4184 -0.560
F 5.7201 -23.3688 -23.1934 0.213
F 7.5880 -24.3492 -22.7195 0.217
F 6.3907 -23.4878 -21.1307 0.156
H 10.9072 -21.8524 -24.2501 0.099
H 11.4026 -21.5418 -22.5526 0.082
H 11.3759 -20.2844 -23.8351 0.084
H 9.0535 -20.1591 -23.8551 0.134
H 9.3906 -20.2222 -22.1302 0.105
```

Calculated values
* net charge: +3
* energy above the lowest of the compared OMol25 structures with the same formula, charge and spin: 0.0 kJ/mol
* HOMO energy: -16.117 eV
* frontier orbital gap: 6.72 eV
* E: -3541.39972 Eh